A structure of composition C37H46N9ReS4SbSi4Te in a non-equilibrium geometry. Source: the Open Molecules 2025 dataset; level of theory: wB97M-V/def2-TZVPD.

Each line ends with the Löwdin charge.
Positions of all 103 atoms, in Å:
1 Re 0.5449 1.0399 1.1522  0.6291
2 C -2.0017 1.6638 4.6200  -0.0972
3 C -1.6331 1.3239 3.3404  -0.1729
4 N -0.3653 1.0259 3.0207  -0.1723
5 C 0.5468 1.0614 4.0530  -0.2148
6 C 0.1292 1.4726 5.3217  -0.0763
7 N -1.1134 1.7621 5.6167  0.0859
8 C 1.8747 0.6441 3.7023  -0.1985
9 C 2.9584 0.5501 4.5862  0.0712
10 C 4.1574 0.0115 4.1529  -0.1501
11 C 4.2167 -0.4969 2.8437  0.0590
12 C 3.1287 -0.3381 2.0013  -0.2090
13 N 2.0031 0.2893 2.3985  -0.0339
14 C 3.1049 -0.8251 0.6244  -0.2171
15 C 4.2286 -0.9131 -0.1914  -0.0765
16 N 4.1576 -1.2371 -1.4713  0.1056
17 C 2.9390 -1.4980 -1.9526  -0.1071
18 C 1.8124 -1.4395 -1.1610  -0.1433
19 N 1.8717 -1.0936 0.1272  0.0512
20 C 5.3351 -0.0614 5.0249  -0.1769
21 C 6.6182 0.1531 4.5198  -0.0114
22 C 7.7012 0.0709 5.3788  -0.1390
23 N 7.5926 -0.2086 6.6672  0.0595
24 C 6.3803 -0.4210 7.1494  -0.1397
25 C 5.2273 -0.3584 6.3841  -0.0080
26 H -3.0287 1.8869 4.8590  0.1099
27 H -2.3642 1.3461 2.5397  0.0139
28 H 0.8478 1.5741 6.1231  0.1135
29 H 2.8626 0.9367 5.5878  0.1179
30 H 5.0900 -1.0288 2.5001  0.1224
31 H 5.2161 -0.6891 0.1914  0.1191
32 H 2.8887 -1.7752 -2.9959  0.1113
33 H 0.8203 -1.6555 -1.5461  0.0603
34 H 6.7639 0.3996 3.4783  0.1113
35 H 8.7093 0.2361 5.0192  0.1075
36 H 6.3347 -0.6561 8.2057  0.1078
37 H 4.2659 -0.5622 6.8298  0.1119
38 S -2.4368 2.8657 0.3437  -0.0640
39 Sb -0.6396 4.8192 0.3384  0.3923
40 S 0.7883 3.3831 1.7181  -0.0316
41 S -1.1998 1.4945 -0.4886  -0.1915
42 S 0.2796 4.4496 -1.7394  -0.2450
43 N 4.1019 3.8034 -8.7777  0.1641
44 C 3.8372 3.5735 -7.6857  -0.1928
45 C 3.5414 3.2874 -6.3326  -0.2330
46 C 4.5807 3.2500 -5.4019  -0.0120
47 C 4.3155 2.9372 -4.0877  0.0041
48 C 3.0094 2.6775 -3.6692  -0.1751
49 C 1.9670 2.7421 -4.5928  0.0001
50 C 2.2326 3.0371 -5.9152  -0.0031
51 N 2.7735 2.3524 -2.3276  -0.0139
52 C 3.5889 2.6874 -1.2791  -0.0353
53 C 3.0146 2.1958 -0.1550  -0.1810
54 N 1.8490 1.5587 -0.4888  -0.1537
55 C 1.7296 1.6821 -1.7966  -0.2361
56 H 5.5906 3.4614 -5.7199  0.1239
57 H 5.1355 2.8776 -3.3904  0.1093
58 H 0.9485 2.5918 -4.2732  0.1015
59 H 1.4307 3.0837 -6.6375  0.1251
60 H 4.4732 3.2787 -1.3868  0.1220
61 H 3.3593 2.2722 0.8603  0.0925
62 H 0.9155 1.2731 -2.3618  0.1122
63 C -2.1266 -4.5509 0.2228  -0.2131
64 Si -3.6694 -3.4516 0.4870  0.3554
65 C -5.2049 -4.4306 -0.1137  -0.2123
66 C -3.8794 -3.1449 2.3649  -0.2149
67 Si -3.5207 -1.4133 -0.7784  0.2097
68 Te -1.3977 -0.7138 0.5253  0.6927
69 Si -5.4077 0.1202 -0.4569  0.4321
70 C -5.2609 1.7523 -1.4418  -0.2181
71 C -6.9801 -0.7636 -1.0978  -0.2106
72 C -5.5506 0.4534 1.4246  -0.2036
73 Si -3.0375 -1.8062 -3.1269  0.4207
74 C -4.5296 -2.7408 -3.8807  -0.2111
75 C -1.4893 -2.9167 -3.3544  -0.2028
76 C -2.7680 -0.1531 -4.0616  -0.2046
77 H -2.1031 -5.4035 0.8945  0.0285
78 H -1.2304 -3.9616 0.3943  -0.0027
79 H -2.0845 -4.9352 -0.7899  0.0119
80 H -5.3071 -5.3725 0.4148  0.0259
81 H -5.1401 -4.6552 -1.1715  0.0063
82 H -6.1181 -3.8689 0.0423  0.0082
83 H -3.8071 -4.0589 2.9470  0.0277
84 H -4.8406 -2.6949 2.5876  0.0131
85 H -3.1049 -2.4661 2.7117  -0.0048
86 H -5.2371 1.5686 -2.5118  0.0146
87 H -4.3487 2.2768 -1.1768  -0.0728
88 H -6.0880 2.4295 -1.2417  0.0333
89 H -6.9063 -0.9527 -2.1623  0.0093
90 H -7.8652 -0.1568 -0.9373  0.0283
91 H -7.1390 -1.7162 -0.6085  0.0056
92 H -4.6145 0.8602 1.7967  -0.0080
93 H -5.7536 -0.4605 1.9745  0.0105
94 H -6.3317 1.1681 1.6682  0.0298
95 H -4.6737 -3.6958 -3.3874  0.0084
96 H -4.3945 -2.9363 -4.9401  0.0277
97 H -5.4474 -2.1759 -3.7653  0.0083
98 H -1.6810 -3.9252 -3.0044  0.0125
99 H -0.6559 -2.5298 -2.7768  -0.0149
100 H -1.1684 -2.9861 -4.3900  0.0286
101 H -3.7085 0.3682 -4.2066  0.0153
102 H -2.3168 -0.2867 -5.0414  0.0253
103 H -2.1213 0.5041 -3.4873  0.0012

## Properties
Spin multiplicity = 2
Relative energy (zero: lowest compared OMol25 entry of this formula, charge and spin) = 41.6 kcal/mol
Total charge = 0

---

A structure of composition C37H47Br2Zr in a non-equilibrium geometry. Source: the Open Molecules 2025 dataset; level of theory: wB97M-V/def2-TZVPD.

Each line ends with the Löwdin charge.
Positions of all 87 atoms, in Å:
1 C -3.0366 -2.1059 -1.1027  -0.0512
2 C -2.9999 -1.3375 0.1811  -0.3762
3 C -4.0230 -0.4221 0.6223  -0.3265
4 C -5.2879 -0.1260 -0.1107  -0.0704
5 C -3.8104 -0.1515 2.0103  -0.2497
6 C -4.7806 0.5446 2.8901  -0.0383
7 C -2.6744 -0.8926 2.4394  -0.2473
8 C -2.3166 -1.1869 3.8454  -0.0337
9 C -2.1055 -1.5559 1.2958  -0.3123
10 C -1.0302 -2.5877 1.3528  -0.0416
11 Zr -1.7282 0.7025 0.1976  1.6710
12 C -0.1171 -0.4009 -1.4724  -0.1587
13 C -2.8327 1.8184 -1.3392  -0.2480
14 C -0.2109 2.5370 0.5266  -0.3735
15 C 0.1074 3.3585 -0.6827  -0.0452
16 C -1.2785 2.7723 1.4745  -0.3409
17 C -2.2270 3.9243 1.4275  -0.0491
18 C -0.9977 1.9778 2.6418  -0.2516
19 C -1.6267 2.2151 3.9621  -0.0478
20 C 0.1528 1.1826 2.3809  -0.2390
21 C 0.8657 0.2986 3.3370  -0.0403
22 C 0.6397 1.5098 1.0767  -0.2892
23 C 1.9824 1.1161 0.5590  -0.0414
24 H -4.0230 -2.5801 -1.2328  0.0832
25 H -2.8668 -1.4606 -1.9779  0.0740
26 H -2.2764 -2.8970 -1.1139  0.0799
27 H -6.1271 -0.7153 0.2951  0.0896
28 H -5.5604 0.9337 -0.0199  0.0751
29 H -5.2005 -0.3706 -1.1758  0.0740
30 H -5.4522 -0.1646 3.4010  0.0930
31 H -4.2712 1.1284 3.6650  0.0516
32 H -5.4049 1.2327 2.3073  0.0787
33 H -2.8793 -2.0597 4.2200  0.0963
34 H -1.2495 -1.4197 3.9494  0.0667
35 H -1.2884 1.4963 4.7166  0.0656
36 H -1.4421 -3.5652 1.6579  0.0929
37 H -0.5431 -2.7185 0.3783  0.0614
38 H -0.2548 -2.3094 2.0808  0.0641
39 H 0.7737 0.2396 -1.4651  -0.0211
40 H 0.0971 -1.4260 -1.1536  -0.0120
41 H -0.6107 -0.3824 -2.4463  -0.0153
42 H -2.9648 2.8899 -1.1197  -0.0174
43 H -2.2833 1.7635 -2.2980  0.0060
44 H -3.8411 1.4184 -1.5302  -0.0232
45 H 1.0702 3.8795 -0.5512  0.0901
46 H 0.1960 2.7456 -1.5948  0.0788
47 H -0.6621 4.1200 -0.8597  0.0760
48 H -1.6893 4.8699 1.2579  0.0876
49 H -2.9661 3.8185 0.6255  0.0536
50 H -2.7738 4.0160 2.3724  0.0723
51 H -1.3901 3.2227 4.3445  0.0945
52 H -2.7198 2.1501 3.8952  0.0532
53 H -2.5481 -0.3436 4.5077  0.0664
54 H 1.8748 0.6869 3.5509  0.0901
55 H 0.3296 0.2148 4.2902  0.0631
56 H 0.9872 -0.7160 2.9243  0.0754
57 H 2.7823 1.5106 1.2110  0.0916
58 H 2.0968 0.0210 0.5241  0.0897
59 H 2.1575 1.5101 -0.4505  0.0746
60 Br 1.3189 4.0833 -6.0745  0.6529
61 C 1.5706 2.4428 -5.1771  -0.7453
62 C 0.5695 1.4590 -5.2242  -0.1511
63 C 0.7376 0.2699 -4.5277  -0.0717
64 C 1.8625 0.0610 -3.6876  -0.2611
65 C 1.8970 -1.0831 -2.7984  -0.1933
66 C 3.1146 -1.4994 -2.2262  -0.1280
67 C 3.3060 -2.6982 -1.5467  -0.1256
68 C 4.5260 -3.0764 -0.8881  -0.2563
69 C 4.6424 -4.3549 -0.2710  -0.0681
70 C 5.7906 -4.7322 0.4192  -0.1580
71 C 6.8829 -3.8478 0.5016  -0.7508
72 Br 8.4372 -4.3443 1.4425  0.6510
73 C 6.8087 -2.5904 -0.1187  -0.1554
74 C 5.6545 -2.2092 -0.8037  -0.0534
75 C 2.8983 1.0303 -3.7199  -0.0498
76 C 2.7443 2.2130 -4.4453  -0.1522
77 H -0.3349 1.6275 -5.8033  0.0896
78 H -0.0340 -0.5020 -4.5729  0.1042
79 H 1.1019 -1.8261 -2.8803  0.0922
80 H 4.0063 -0.8965 -2.4098  0.0786
81 H 2.4842 -3.4191 -1.5251  0.0876
82 H 3.7999 -5.0452 -0.3356  0.0986
83 H 5.8569 -5.7052 0.8940  0.0847
84 H 7.6554 -1.9125 -0.0640  0.0867
85 H 5.6119 -1.2232 -1.2658  0.0916
86 H 3.8186 0.8875 -3.1504  0.0953
87 H 3.5319 2.9610 -4.4398  0.0880

## Properties
Relative energy (zero: lowest compared OMol25 entry of this formula, charge and spin) = 0.0 kcal/mol
Total charge = -1